(1)
Below is a 2-piece molecular cluster, C3H7N4 overall in a non-equilibrium geometry, with properties calculated with wB97M-V/def2-TZVPD.

Computed properties:
* energy above the lowest of the compared OMol25 structures with the same formula, charge and spin: 650.5 kJ/mol
* highest occupied orbital energy (alpha / beta): -14.387 / -14.149 eV
* charge: +1
* LUMO (alpha / beta): -4.04 / -7.58 eV

Cartesian coordinates (Å):
C: -0.6974 0.9496 -1.3684
C: -0.5733 -0.3259 -1.9508
C: -0.0922 0.8046 -0.0764
N: -0.0696 -1.1235 -1.0788
N: 0.2616 -0.5214 0.0246
N: -0.3296 1.6730 1.0995
N: 1.4222 -2.4927 1.6594
H: -1.1167 1.8315 -1.9010
H: -0.8795 -0.5152 -2.9241
H: 0.0010 2.6556 0.8423
H: -1.3111 1.8986 1.2191
H: 0.1324 1.1822 1.8731
H: 2.0239 -2.5020 0.8546
H: 1.2283 -3.5145 1.7267

Atomic forces in eV per Å
C 0.4 0.6 0.3
C -0.7 3.1 -0.6
C -2.1 -1.7 -1.9
N 1.9 0.6 4.9
N -0.8 -0.3 -2.1
N 1.3 1.0 -2.1
N -0.5 -0.8 0.5
H 0.4 -0.7 0.8
H -0.4 -1.0 -1.4
H 0.6 -1.5 1.0
H -0.6 -1.0 0.5
H -0.2 0.8 0.5
H 0.7 0.3 -0.7
H -0.2 0.6 0.3

(2)
Below is an isolated ion of composition C3H7N4 and charge +1 in a non-equilibrium geometry, with properties calculated with wB97M-V/def2-TZVPD.

Computed properties:
* energy above the lowest of the compared OMol25 structures with the same formula, charge and spin: 269.1 kJ/mol
* highest occupied orbital energy: -12.498 eV
* charge: +1
* LUMO: -3.88 eV

Cartesian coordinates (Å):
C: 0.0744 0.0386 0.1074
C: 2.3925 0.6997 0.1484
C: -1.2505 0.2678 -0.5913
N: 3.3498 1.5031 -0.4019
N: 4.1416 2.1548 -0.9869
N: 1.0704 0.7941 -0.2796
N: 0.1900 -0.9582 0.8712
H: 2.7887 0.1039 1.0427
H: -1.7064 1.1751 -0.8549
H: -1.3285 -0.4104 -1.4856
H: -1.9561 -0.2778 0.0434
H: 0.9517 1.4554 -1.0799
H: -0.5446 -1.6178 0.8655
H: 1.1043 -1.1296 1.3753

Atomic forces in eV per Å
C -1.3 3.6 -4.2
C 4.3 0.4 1.0
C -0.5 -4.0 0.2
N 1.2 1.3 -2.1
N -3.9 -3.2 3.1
N 0.5 1.6 -1.0
N 2.9 -1.9 3.1
H -1.0 1.1 -1.6
H 0.3 1.7 0.0
H 0.6 0.8 0.4
H -0.3 0.5 0.1
H -0.4 -0.8 1.2
H -0.6 -0.8 0.6
H -1.8 -0.2 -0.9

no.,electronic energy (Eh)
1,-337.05651
2,-337.20177